(A)
The following is a DFT calculation (wB97M-V/def2-TZVPD) of 7 unconnected molecules or ions with the total composition H14O7.

Calculated values
Spin multiplicity: 1
SMILES string: O.O.O.O.O.O.O
HOMO level: -11.164 eV

Last column: Löwdin charge in e.
CARTESIAN COORDINATES (ANGSTROEM)
O: 2.86692 -1.40876 -0.09368  -0.070
O: -4.60733 0.33492 2.43128  -0.064
O: -1.26021 3.01289 -0.96607  -0.065
O: 2.03162 2.15870 -0.74344  -0.048
O: 4.44544 -0.58861 1.68536  -0.069
O: -0.97558 -0.34248 -0.53467  -0.043
O: -2.39260 -2.96499 -1.45828  -0.059
H: 1.93468 1.90040 -1.66695  0.038
H: -1.20858 3.02550 -1.92844  0.032
H: 4.07208 -1.45783 1.86986  0.037
H: 2.28032 -1.53343 -0.84824  0.041
H: -1.18732 -0.89425 -1.29606  0.022
H: 1.81076 1.35953 -0.25198  0.011
H: -3.78199 0.82937 2.37368  0.033
H: -0.83626 2.18321 -0.71932  -0.008
H: 3.67484 -0.01682 1.59465  0.027
H: 3.56791 -0.84086 -0.43292  0.045
H: -5.02400 0.47331 1.57325  0.031
H: -2.85280 -2.34364 -0.88284  0.033
H: -0.21928 -0.78183 -0.12973  0.034
H: -3.09638 -3.51600 -1.81894  0.043

***

(B)
The following is a DFT calculation (wB97M-V/def2-TZVPD) of 7 unconnected molecules or ions with the total composition H14O7.

Calculated values
Spin multiplicity: 1
SMILES string: O.O.O.O.O.O.O
HOMO level: -10.528 eV

Last column: Löwdin charge in e.
CARTESIAN COORDINATES (ANGSTROEM)
O: 2.71812 -0.27520 1.02205  -0.083
O: -1.98510 -4.27261 2.03385  -0.062
O: -1.68923 2.56079 0.15900  -0.051
O: 0.73634 -0.44192 -0.22338  -0.071
O: -0.70417 0.53199 -4.19624  -0.054
O: -1.11303 -0.26033 3.78292  -0.059
O: 1.16491 2.09941 -1.94426  -0.055
H: 0.33203 1.63284 -2.07698  -0.002
H: 0.16947 -1.21515 -0.12454  0.046
H: -1.48779 2.39059 -0.76806  0.019
H: 3.28543 0.10797 1.70051  0.036
H: -1.74147 -4.49422 1.12802  0.032
H: 2.88887 0.26400 0.24160  0.031
H: -0.43329 1.44911 -4.31668  0.032
H: -0.20186 0.01685 3.93098  0.032
H: -1.03082 -1.13878 3.39491  0.025
H: -1.23778 -4.57956 2.55947  0.033
H: 0.22197 0.27667 0.16138  0.037
H: 0.12193 0.06291 -4.03344  0.036
H: -1.75053 3.52116 0.21317  0.040
H: 1.73601 1.76350 -2.64425  0.038

***

Least stable structure: (B)

***

(A)
The following is a DFT calculation (wB97M-V/def2-TZVPD) of 7 unconnected molecules or ions with the total composition H14O7.

Calculated values
Spin multiplicity: 1
SMILES string: O.O.O.O.O.O.O
HOMO level: -10.381 eV

Last column: Löwdin charge in e.
CARTESIAN COORDINATES (ANGSTROEM)
O: -1.51060 1.12445 3.68746  -0.064
O: -0.04135 0.32742 -0.26096  -0.059
O: -0.25726 1.18714 -3.03074  -0.078
O: 3.69872 -0.81591 0.29083  -0.055
O: -2.14487 2.25910 -0.07527  -0.074
O: -1.37347 -1.32072 1.73848  -0.035
O: 1.31719 -1.23675 -2.69707  -0.044
H: 3.01525 -1.45775 0.51012  0.023
H: -1.42123 0.54748 2.91794  -0.012
H: 1.92042 -1.85203 -3.13077  0.049
H: -0.01272 0.84473 -2.15654  -0.021
H: 0.04356 0.51228 -3.64393  0.010
H: 0.87043 0.28888 0.05957  0.066
H: -0.58354 -0.06409 0.45062  0.026
H: -2.39028 1.50812 3.60479  0.038
H: 1.19789 -1.59137 -1.81013  0.026
H: -2.27757 -1.65343 1.67069  0.075
H: -2.25821 2.66618 -0.94102  0.035
H: 4.37111 -0.94156 0.97065  0.040
H: -0.84585 -2.08509 1.99855  0.067
H: -1.31762 1.75293 -0.15327  -0.011

***

(B)
The following is a DFT calculation (wB97M-V/def2-TZVPD) of 7 unconnected molecules or ions with the total composition H14O7.

Calculated values
Spin multiplicity: 1
SMILES string: O.O.O.O.O.O.O
HOMO level: -10.685 eV

Last column: Löwdin charge in e.
CARTESIAN COORDINATES (ANGSTROEM)
O: -0.52396 1.53565 -2.74500  -0.040
O: 2.25406 -0.55738 1.56234  0.001
O: -3.39649 0.63014 0.19078  -0.044
O: 1.68408 0.80503 -0.81690  -0.062
O: -0.09526 -0.68580 3.05924  -0.166
O: -0.08795 -1.61002 -1.49382  0.031
O: -0.75132 0.43337 0.51078  0.033
H: 1.86112 0.21767 -0.03201  0.026
H: 0.57960 -1.85497 -2.00961  -0.028
H: 2.36939 -1.49206 1.32683  0.088
H: -2.47341 0.85428 0.31539  -0.019
H: 0.07494 1.00273 0.29836  0.123
H: -0.44897 -0.49693 2.07539  0.075
H: 2.51939 0.97751 -1.19853  0.040
H: -0.21957 0.10303 3.71250  0.099
H: -0.78897 -1.62573 -2.14218  0.067
H: -3.45256 -0.03630 0.83871  -0.001
H: 0.03142 1.11483 -2.06442  -0.013
H: -0.15320 1.15317 -3.50828  0.001
H: 1.66548 -0.37125 2.19744  -0.061
H: -0.64780 -0.09698 -0.07702  -0.149

***

Least stable structure: (B)

***

(A)
The following is a DFT calculation (wB97M-V/def2-TZVPD) of 2 unconnected molecules or ions with the total composition C9H17FN.

Calculated values
Net charge: +1
Spin multiplicity: 1
HOMO level (spin up / spin down): -11.135 / -11.138 eV

Last column: Löwdin charge in e.
CARTESIAN COORDINATES (ANGSTROEM)
F: -0.61453 2.69822 -0.11979  0.214
N: -4.11192 0.89250 -0.17382  0.030
C: 2.62187 0.94360 -0.04556  -0.137
C: 0.41460 -0.57184 0.15279  -0.451
C: 0.79523 -1.49082 -1.02064  -0.041
C: 1.07093 0.79677 0.11089  -0.138
C: -2.81066 0.39962 0.31114  -0.196
C: 3.17600 1.99968 -1.03792  -0.052
C: 0.12033 1.64136 -0.16035  0.132
C: -3.56531 -0.46434 -0.56122  -0.160
C: 0.54760 -1.06260 1.51564  -0.069
H: 1.63647 -2.17072 -0.77300  0.091
H: 0.03190 -2.09340 1.62049  0.137
H: -0.71692 -0.47129 -0.12776  0.104
H: -4.25421 1.46155 -0.96772  0.134
H: -4.06371 -1.29221 -0.04164  0.114
H: -3.31958 -0.53808 -1.68917  0.142
H: 0.22923 -0.33396 2.27038  0.098
H: -4.82529 0.83156 0.59532  0.183
H: -0.12950 -2.16607 -1.12377  0.114
H: 3.52437 1.51726 -1.91927  0.060
H: -2.85766 0.13722 1.40018  0.084
H: 3.98200 2.65003 -0.62655  0.096
H: 2.82593 1.11312 1.04895  0.144
H: 1.06179 -1.04215 -1.96743  0.082
H: 3.05040 -0.00625 -0.22118  0.097
H: 2.23551 2.59138 -1.38162  0.101
H: 1.59170 -1.12832 1.81681  0.087

***

(B)
The following is a DFT calculation (wB97M-V/def2-TZVPD) of a gas-phase ion, C9H17FN (charge +1).

Calculated values
Net charge: +1
Spin multiplicity: 1
HOMO level (spin up / spin down): -12.594 / -11.715 eV

Last column: Löwdin charge in e.
CARTESIAN COORDINATES (ANGSTROEM)
F: 0.98849 0.80015 -1.68617  0.104
N: 0.47737 -1.91917 0.14759  0.098
C: -1.96860 1.47085 -1.27343  -0.011
C: -0.31415 2.17601 0.39057  -0.016
C: -0.88222 0.94939 -0.27605  -0.530
C: 1.62719 -0.18425 1.51067  0.130
C: 0.07138 0.09905 -0.97163  -0.218
C: 0.03115 -1.37144 -1.09847  -0.107
C: 2.83437 -1.58190 -0.05639  0.107
C: -1.64593 0.07622 0.79740  -0.037
C: 1.78916 -1.14427 0.55455  -0.353
H: 0.75285 -1.61745 -1.89939  0.158
H: -0.30044 -1.56162 0.73368  0.121
H: -2.34184 -0.63034 0.32874  0.101
H: 2.47417 0.20161 2.08897  0.120
H: -0.85199 -1.91492 -1.32149  0.137
H: -0.98697 2.49168 1.17961  0.101
H: 0.62175 1.79744 0.82921  0.077
H: 0.79681 0.00847 2.03095  0.025
H: -1.74979 2.36747 -1.79790  0.077
H: -1.13088 -0.38929 1.66605  0.084
H: -2.70917 1.80410 -0.60719  0.062
H: -2.39478 0.66659 -2.03067  0.142
H: 0.62014 -2.95386 0.23160  0.213
H: -2.32023 0.81860 1.29082  0.111
H: 3.74155 -1.00722 0.14048  0.108
H: 2.90919 -2.47443 -0.73539  0.121
H: -0.13858 3.02251 -0.16674  0.072

***

Least stable structure: (A)

***

(A)
The following is a DFT calculation (wB97M-V/def2-TZVPD) of a molecular structure, C4H4N2O2.

Calculated values
Spin multiplicity: 1
HOMO level: -8.744 eV

Last column: Löwdin charge in e.
CARTESIAN COORDINATES (ANGSTROEM)
O: -2.18242 -1.00490 0.24510  0.103
O: -1.26093 1.07734 -0.07229  0.025
N: -0.00888 1.70122 -0.13188  0.128
N: 1.48847 -1.41763 -0.13390  0.002
C: -1.16581 -0.27354 -0.08024  -0.449
C: 0.18663 -0.51754 -0.19102  -0.249
C: 0.76690 0.73703 0.06654  -0.361
C: 2.13394 0.08837 0.31600  -0.097
H: -1.36341 -1.94902 0.00814  0.332
H: 1.57984 -1.35090 -1.49338  0.220
H: 3.22117 0.64342 -0.27089  0.180
H: 2.22215 -0.11404 1.56632  0.164

***

(B)
The following is a DFT calculation (wB97M-V/def2-TZVPD) of C4H4N2O2 in the gas phase.

Calculated values
Spin multiplicity: 1
SMILES string: N#CCC(=O)/C=N/O
HOMO level: -10.356 eV

Last column: Löwdin charge in e.
CARTESIAN COORDINATES (ANGSTROEM)
O: -0.16837 2.49059 0.30956  -0.133
O: -1.48348 -1.19912 -1.41063  0.142
N: 2.59432 -0.98267 -0.31837  0.156
N: -0.40560 1.18479 0.75874  0.049
C: 0.16531 -1.29021 0.34737  -0.148
C: -0.88120 -0.64390 -0.58102  -0.477
C: -1.02737 0.81450 -0.38211  -0.061
C: 1.41505 -0.91296 -0.19094  -0.276
H: -1.15736 1.45693 -1.44619  0.211
H: 0.45246 2.83412 1.10840  0.175
H: 0.32420 -2.54052 0.28403  0.200
H: 0.17205 -1.21155 1.52114  0.163

***

Least stable structure: (A)